[1]
{
  "formula": "C16H35AlF5N3O2PSSi2Te",
  "method": "the ωB97M-V functional and the def2-TZVPD basis",
  "energy_ha": -3273.0477,
  "relative_energy_kj_mol": 10.5,
  "total_charge": 3,
  "lumo_energy_ha": -0.303,
  "homo_ev": -16.679,
  "orbital_gap_ev": 8.43,
  "elements": ["F", "Te", "H", "H", "H", "H", "H", "F", "H", "H", "H", "C", "C", "S", "H", "C", "C", "F", "H", "H", "N", "F", "H", "H", "C", "H", "C", "Al", "H", "P", "H", "F", "H", "H", "H", "O", "C", "H", "C", "H", "H", "O", "Si", "N", "H", "H", "H", "C", "H", "Si", "H", "C", "H", "H", "N", "H", "H", "C", "H", "H", "H", "C", "H", "C", "C", "C", "C"],
  "xyz": [[-0.31, 0.54, 4.67], [-1.89, 2.07, 0.51], [-2.47, 4.04, -1.08], [3.63, 1.02, -1.12], [0.43, 2.79, 1.62], [5.40, -1.01, -2.23], [-0.94, 0.60, -2.77], [-2.96, -3.54, 2.28], [0.03, 6.77, 3.20], [-5.14, 0.18, -2.34], [4.62, -0.15, -0.25], [-2.47, 2.97, -1.33], [-4.57, 3.37, -3.45], [-1.27, -2.03, 0.36], [-5.43, 3.89, -0.31], [-2.31, -2.54, 2.86], [2.68, -2.32, 0.36], [-1.96, -1.06, 6.11], [-0.08, -0.79, -2.68], [1.67, -3.83, -0.70], [-0.84, -0.26, -2.24], [0.03, 0.08, 2.03], [-5.17, 2.29, 0.41], [-4.61, 4.45, -3.26], [-2.47, 5.53, 1.39], [-1.69, 2.81, -2.06], [-0.96, -0.47, 4.09], [-0.51, -0.02, -0.28], [4.91, 0.40, -2.89], [2.37, -1.02, -0.90], [-2.31, 3.14, 3.62], [-3.28, -3.09, 4.91], [-1.70, -0.77, -2.41], [-3.71, 0.04, -1.34], [-6.41, 2.52, -0.81], [1.28, -0.13, -0.32], [-5.40, 2.82, -0.52], [-3.28, 4.82, 1.18], [-1.46, -1.75, 2.10], [2.64, -1.92, 1.38], [0.10, 3.78, 0.18], [2.13, -1.67, -2.21], [-1.02, 4.77, 2.27], [1.63, -3.40, 0.23], [-2.91, 6.31, 2.02], [0.67, -3.01, 0.35], [1.23, 5.50, 2.99], [-1.80, -1.28, 4.83], [3.91, -0.93, -2.95], [-4.23, 2.44, -1.90], [1.77, -4.13, 0.92], [-4.13, 0.59, -2.20], [3.65, -2.78, 0.20], [-3.57, 0.35, -3.11], [4.59, -0.42, -2.37], [-3.82, 3.19, -4.23], [-5.54, 3.08, -3.87], [-0.81, -0.73, 2.75], [-2.18, 6.02, 0.44], [-2.00, 4.62, 4.52], [-0.71, 3.43, 4.33], [-1.55, 3.90, 3.82], [0.68, 6.44, 1.59], [3.91, -0.03, -1.07], [0.36, 5.97, 2.53], [-2.48, -2.32, 4.21], [-0.32, 3.39, 1.11]],
  "lowdin_charge": [0.16, 1.46, 0.02, 0.12, 0.01, 0.18, 0.10, 0.14, 0.06, 0.06, 0.13, -0.50, -0.16, 0.87, 0.05, -0.22, -0.15, 0.20, 0.08, 0.17, 0.12, -0.01, 0.03, 0.05, -0.18, 0.01, -0.13, -0.13, 0.18, 0.51, 0.02, 0.19, 0.08, 0.01, 0.06, -0.26, -0.17, 0.01, -0.44, 0.13, 0.03, -0.29, 0.40, 0.15, 0.06, 0.02, 0.04, -0.12, 0.14, 0.40, 0.18, -0.18, 0.12, 0.03, 0.18, 0.04, 0.06, -0.23, 0.05, 0.06, 0.04, -0.17, 0.05, -0.12, -0.16, -0.12, -0.49]
}

---

[2]
{
  "formula": "C37H44Br2Cl30NO7P",
  "method": "the ωB97M-V functional and the def2-TZVPD basis",
  "energy_ha": -21312.8101,
  "total_charge": 0,
  "lumo_energy_ha": -0.043,
  "smiles": "CCOP(=O)(CCCc1c(OC#N)ccc2c1C(=O)C(OC[C@@H](C)C(C)C)=C(/C(Br)=C(\\C)Br)C2=O)OCC.ClC(Cl)Cl.ClC(Cl)Cl.ClC(Cl)Cl.ClC(Cl)Cl.ClC(Cl)Cl.ClC(Cl)Cl.ClC(Cl)Cl.ClC(Cl)Cl.ClC(Cl)Cl.ClC(Cl)Cl",
  "homo_ev": -8.977,
  "orbital_gap_ev": 7.80,
  "elements": ["Cl", "Cl", "Cl", "H", "O", "C", "C", "N", "Cl", "H", "H", "C", "H", "Br", "H", "H", "C", "Cl", "H", "O", "H", "H", "C", "Cl", "C", "C", "Cl", "C", "H", "C", "C", "C", "Cl", "C", "C", "Cl", "H", "C", "H", "H", "Cl", "H", "H", "C", "O", "H", "Cl", "C", "H", "C", "Cl", "Cl", "O", "P", "O", "C", "C", "H", "H", "H", "H", "C", "H", "Cl", "C", "H", "C", "Cl", "H", "C", "C", "O", "Cl", "H", "H", "O", "C", "H", "Br", "Cl", "H", "H", "C", "C", "Cl", "C", "Cl", "Cl", "H", "C", "C", "C", "H", "H", "Cl", "C", "H", "H", "C", "Cl", "H", "H", "C", "C", "Cl", "Cl", "Cl", "H", "H", "H", "H", "C", "H", "Cl", "Cl", "Cl", "H", "Cl", "Cl", "H", "C", "H"],
  "xyz": [[6.52, -2.01, 4.13], [-9.05, -1.91, 1.84], [4.57, 0.03, 4.66], [4.19, -4.18, 0.52], [0.51, 2.10, -0.48], [4.08, 6.13, -5.05], [5.21, -1.07, 3.44], [6.05, -1.72, -0.12], [-0.89, -7.47, 5.14], [0.84, -2.87, 4.49], [1.31, -1.52, -2.70], [3.81, 3.82, 2.64], [4.36, 2.83, 0.84], [-3.62, -3.45, 3.54], [-3.18, 3.22, -12.16], [5.57, 4.27, -1.98], [1.47, -1.07, -1.73], [0.47, -6.97, 8.19], [3.45, -0.27, -2.25], [2.44, 3.20, -1.62], [-3.72, 2.05, -0.83], [4.55, 3.49, 3.35], [-9.64, -0.84, 3.12], [-3.43, 5.92, -1.53], [-3.62, 2.14, 0.24], [-5.00, 0.01, 0.58], [-5.16, -0.53, -4.29], [4.89, 3.44, -1.83], [-6.35, 0.18, 2.30], [-3.07, 6.05, 0.20], [-5.34, 0.01, -0.91], [1.74, -2.14, -0.68], [-3.74, -8.04, 5.24], [2.98, -2.74, -0.50], [-1.13, -2.88, 2.29], [-8.29, 0.00, 3.89], [-1.65, 0.64, 0.56], [2.73, 0.67, -0.46], [0.43, -1.68, 5.67], [-3.73, 0.90, 1.99], [-1.14, 4.34, -12.03], [3.65, 4.32, -0.30], [3.09, 6.56, -5.11], [-3.71, -1.34, -4.89], [4.06, -2.36, -1.36], [0.57, -0.56, -1.45], [1.80, 5.47, -7.20], [2.25, -4.08, 1.32], [-4.98, -1.01, 0.94], [6.50, -6.36, 1.10], [1.23, -4.55, 9.62], [-2.66, -5.82, 6.75], [-0.24, -5.04, 2.49], [1.96, 2.30, -0.40], [-2.32, -1.05, 1.56], [-3.73, 0.77, 0.91], [3.59, 2.76, 1.60], [3.64, 1.76, 2.01], [-4.50, 0.24, -1.54], [-2.67, -0.46, -0.42], [-7.07, 0.68, 0.79], [-1.41, -1.98, 1.33], [2.43, -4.82, 2.06], [5.11, -6.71, 0.06], [-2.15, 2.91, -12.19], [3.44, 4.95, -1.88], [0.74, 6.52, -8.16], [0.97, -4.51, 6.73], [-2.67, -6.13, 4.43], [0.73, -2.59, 0.17], [-1.22, -2.46, 4.66], [2.30, 2.99, 0.99], [-1.54, 5.26, 0.58], [7.24, -5.85, 0.51], [-10.13, -1.45, 3.87], [-1.16, -1.96, -1.04], [-2.50, -0.03, 0.54], [4.74, 2.98, -2.79], [-2.14, -2.44, 6.30], [3.92, 4.36, -5.08], [-6.11, 0.72, -1.15], [-2.62, 2.52, 0.43], [3.24, -3.71, 0.44], [-0.67, -2.12, 0.05], [0.14, 5.72, -9.61], [1.00, -3.52, 1.17], [-4.12, -2.88, -5.64], [-4.40, 5.39, 1.16], [-4.34, 2.83, 0.64], [-2.51, -6.78, 5.28], [-6.16, 0.67, 1.36], [3.59, 4.03, -1.34], [-0.68, -4.93, 8.32], [-0.10, 6.80, -7.55], [3.94, -2.11, 2.73], [5.10, -1.98, -0.72], [-3.26, -0.71, -5.63], [2.14, 0.78, -2.52], [0.36, -5.21, 8.23], [-10.81, 0.31, 2.48], [5.31, 2.78, -1.10], [-5.92, 1.71, 1.56], [-0.13, -3.92, 2.05], [2.52, 0.03, -1.83], [-1.86, 2.10, -13.73], [1.61, 7.99, -8.61], [7.20, -7.85, 1.71], [2.87, 4.00, 3.14], [4.13, 4.73, 2.16], [3.79, 0.76, -0.23], [5.62, -0.47, 2.64], [-1.83, -2.86, 3.56], [0.39, -1.27, 3.93], [-2.55, -1.57, -3.58], [4.83, 6.67, -3.55], [5.01, 6.70, -6.43], [-2.98, 7.10, 0.44], [-1.86, 1.81, -10.84], [6.02, -5.30, 2.42], [-5.73, -0.96, -1.20], [0.19, -2.03, 4.68], [2.27, 0.11, 0.34]],
  "lowdin_charge": [0.54, 0.53, 0.53, 0.05, -0.26, -1.55, -1.53, 0.19, 0.53, 0.05, 0.13, -0.05, 0.09, 0.81, 0.01, 0.06, -0.09, 0.52, 0.10, -0.16, 0.08, 0.07, -1.54, 0.52, -0.06, -0.36, 0.56, -0.08, 0.00, -1.54, -0.09, -0.06, 0.53, -0.15, -0.16, 0.56, 0.13, -0.19, 0.05, 0.15, 0.50, 0.09, -0.02, -1.54, 0.08, 0.10, 0.54, -0.05, 0.13, -1.54, 0.53, 0.52, 0.14, 0.47, 0.03, -0.32, -0.29, 0.10, 0.03, 0.11, 0.07, -0.14, 0.13, 0.55, -1.55, 0.07, -1.52, 0.56, -0.03, -0.02, -0.75, -0.19, 0.55, 0.01, 0.01, 0.08, -0.11, 0.04, 0.74, 0.54, 0.08, 0.05, -0.09, -0.22, 0.50, -0.08, 0.53, 0.55, 0.02, -1.53, -0.08, -0.28, -0.04, 0.01, 0.64, -0.36, 0.01, 0.11, -1.57, 0.52, 0.06, 0.07, -0.30, -0.20, 0.53, 0.53, 0.54, 0.09, 0.08, 0.08, 0.00, -0.69, 0.09, 0.57, 0.57, 0.53, 0.01, 0.53, 0.54, 0.07, -0.14, 0.10]
}